# 1
Computed, not measured: C17H32BCrF4N8O as an isolated structure at a distorted geometry, with the ωB97M-V functional and the def2-TZVPD basis.

XYZ file:
```
64
Properties=species:S:1:pos:R:3:forces:R:3
Cr 0.463467 0.599039 -0.469680 -0.153 1.152 -0.477
C 1.224067 3.297239 2.721120 0.003 0.275 0.099
N 1.235167 1.861639 2.533520 -0.396 -0.196 -0.283
C 2.489467 1.286939 2.089320 0.134 -0.383 -0.122
C 0.099367 1.142439 2.370520 -0.112 0.310 0.674
N 0.058167 0.201539 1.433320 0.315 0.567 0.478
C -0.600733 -1.009861 1.614320 -0.495 -1.089 0.024
C -0.865933 -1.603461 2.848220 0.106 0.016 -0.257
C -1.514433 -2.824761 2.915420 -0.082 -0.033 0.022
C -1.937733 -3.453161 1.755620 -0.029 -0.010 0.061
C -1.645333 -2.901561 0.522320 0.073 0.226 0.099
C -0.921733 -1.711961 0.434820 -0.434 -0.364 0.972
N -0.563933 -1.099961 -0.754280 -0.073 0.209 -0.541
C -0.425933 -1.788961 -1.882480 -0.102 -0.601 -0.485
N 0.103167 -3.032261 -1.916480 -0.117 0.520 -0.091
C 0.987467 -3.509761 -0.878280 0.304 -0.017 0.314
C -0.232833 -4.013461 -2.924980 -0.159 -0.159 -0.212
N -0.848433 -1.227561 -3.043980 0.256 -0.067 0.480
C -0.099833 -1.314761 -4.283180 0.124 -0.107 -0.268
C -1.850333 -0.184061 -3.018280 -0.221 0.130 0.098
N -0.937633 1.430739 3.197820 0.439 -0.074 -0.352
C -2.300633 1.092639 2.868320 -0.276 -0.085 -0.179
C -0.740433 1.952339 4.533620 0.055 0.061 0.291
H 1.811067 3.577339 3.598320 -0.049 0.031 -0.006
H 0.204467 3.651139 2.843020 0.023 0.044 -0.010
H 1.654867 3.777739 1.839620 -0.033 -0.012 0.031
H 3.294567 1.968439 2.350920 0.017 -0.017 0.028
H 2.511067 1.115739 1.011720 0.212 0.135 0.098
H 2.642467 0.334239 2.599220 0.118 0.046 -0.098
H -0.542633 -1.116861 3.755520 0.038 0.081 0.131
H -1.704533 -3.281561 3.873720 -0.021 -0.009 0.119
H -2.494533 -4.376161 1.807720 -0.019 -0.092 0.025
H -1.984033 -3.394861 -0.376280 0.014 -0.044 -0.130
H 1.352367 -2.676361 -0.282680 0.012 -0.072 -0.063
H 1.842667 -4.000361 -1.346480 -0.025 0.013 0.004
H 0.486267 -4.219061 -0.212480 0.001 0.021 -0.100
H -1.075933 -3.667161 -3.515380 -0.014 -0.015 -0.033
H -0.517233 -4.945861 -2.428480 0.018 0.062 -0.011
H 0.607167 -4.228061 -3.590280 -0.002 0.049 0.041
H 0.803667 -1.900761 -4.145480 -0.009 -0.064 0.015
H 0.208167 -0.313761 -4.597180 -0.057 -0.028 0.089
H -0.710033 -1.750361 -5.077680 0.061 -0.045 0.014
H -2.444233 -0.264261 -2.109980 -0.009 -0.014 -0.092
H -2.499433 -0.308661 -3.886580 -0.005 0.035 0.017
H -1.404233 0.813439 -3.059980 0.050 0.004 -0.045
H -2.388933 0.933139 1.795020 -0.062 0.014 0.034
H -2.949633 1.918639 3.167820 0.031 -0.036 -0.047
H -2.627533 0.181339 3.377420 -0.005 0.066 -0.007
H 0.318267 1.992839 4.773720 -0.037 -0.007 -0.001
H -1.230233 1.288639 5.250320 -0.028 0.016 -0.006
H -1.171033 2.951139 4.642120 0.018 -0.038 -0.004
N -0.485733 3.970939 -1.824180 -0.018 -0.079 0.080
C 0.692867 3.481539 -1.368080 -0.049 0.656 -0.624
N 1.810967 3.893439 -1.995280 -0.006 -0.127 0.114
O 0.714567 2.712439 -0.395180 -0.222 -0.538 0.679
H -0.522833 4.718839 -2.494180 -0.019 0.001 0.010
H -1.301133 3.798739 -1.258880 0.088 0.046 -0.072
H 1.758067 4.367039 -2.881080 -0.017 0.021 0.054
H 2.661767 3.388239 -1.795480 -0.092 -0.048 0.047
F 1.000667 0.930939 -2.463180 -0.463 -0.066 0.127
B 2.358867 0.466139 -2.166280 0.751 0.006 -0.667
F 3.085067 0.458139 -3.291080 0.310 -0.019 -0.730
F 2.847667 1.342339 -1.210880 0.431 0.387 0.431
F 2.211867 -0.777461 -1.580180 -0.091 -0.646 0.213
```
Forces are in eV/Å.

Total energy, eV: -72088.915
2S+1: 5
LUMO energy (spin up / spin down), eV: -2.12 / -2.24
Strongest force on any atom, eV/A: 1.26
⟨S²⟩: 6.01
Charge: +1
ΔE to the lowest compared entry with this formula, charge and spin, kcal/mol: 14.04

Here are the natural (NBO) charges for atoms 1 to 8, given in e:
1. Cr 1.3141
2. C -0.4046
3. N -0.4158
4. C -0.3947
5. C 0.6912
6. N -0.7243
7. C 0.0724
8. C -0.2341

=====

# 2
Computed, not measured: one molecule with the formula C17H32BrFN2O10P2S at a distorted geometry, with the ωB97M-V functional and the def2-TZVPD basis.

XYZ file:
```
66
Properties=species:S:1:pos:R:3:forces:R:3
C -0.617650 -3.612494 -2.735817 -0.186 -0.069 0.133
N -0.991605 -2.254782 -2.397559 -0.349 0.164 0.070
C -0.248087 -1.788573 -1.248189 0.035 0.024 -0.283
C -0.698200 -0.377752 -0.684472 -1.572 -2.684 0.425
P -2.584441 -0.689633 -0.982041 -0.841 1.152 -1.539
C -3.648395 0.542094 -0.097870 0.382 -0.254 0.037
O -2.938932 -2.070537 -0.158212 0.413 0.308 0.492
C -0.092289 0.871551 -1.418137 0.907 -0.553 -0.584
C 0.419920 0.642853 -2.907185 0.270 -0.557 0.621
C 1.445336 -0.357903 -3.420365 0.871 -1.787 -0.921
O 1.241549 -1.490710 -3.798206 -0.015 1.733 0.454
O 2.718088 0.183518 -3.611234 -0.762 0.187 0.222
C -1.125933 2.007923 -1.775596 -1.174 0.266 0.982
C -1.267530 3.378645 -1.106723 1.385 2.244 -0.649
O -0.614212 4.312488 -1.508983 -1.032 -1.606 0.369
Br -2.627955 3.888761 0.210975 0.128 -0.306 -0.428
C 1.080682 1.202945 -0.435623 -0.058 1.980 1.073
C 1.509763 2.681280 -0.150508 0.287 -0.278 -0.761
C 0.838231 3.323259 1.054559 0.121 1.511 0.122
C 1.637038 3.139868 2.347273 -1.045 -0.865 -0.152
O 0.841326 4.735904 0.758131 0.152 -0.177 -0.232
S 2.769342 0.383637 -0.573060 0.516 -1.988 0.804
O 2.804665 -0.926700 -1.140455 -0.434 0.258 -0.855
O 3.302897 0.444566 0.739510 0.253 0.804 0.469
F 3.656854 1.302500 -1.456170 -0.216 0.456 -0.152
O 0.672265 0.776391 0.809909 -0.497 -0.531 0.443
C -0.221950 -0.386891 0.800871 1.568 0.830 -0.222
C 0.720891 -1.513966 1.305153 -0.195 -0.362 0.442
C 0.210804 -2.829294 1.925647 0.446 -0.803 0.570
O -1.192673 -3.012868 1.998325 -0.223 0.417 -0.354
C 0.835307 -3.169941 3.312807 -0.387 0.874 -0.278
N 0.836469 -2.130660 4.319707 0.226 -0.374 0.199
P -1.373097 0.140888 2.148767 -0.689 0.544 -0.188
O -1.877762 1.527629 2.080685 0.166 0.323 -0.083
H -0.923609 -3.857710 -3.744803 -0.019 0.083 -0.247
H -1.157681 -4.292225 -2.076554 0.073 -0.135 0.168
H 0.453666 -3.806583 -2.638256 0.145 0.014 -0.068
H -0.910866 -1.631763 -3.182541 0.177 -0.159 -0.144
H 0.830599 -1.837188 -1.406693 0.003 0.162 -0.068
H -0.472883 -2.546611 -0.502633 -0.056 0.180 0.386
H -4.071802 0.195369 0.839291 0.214 0.027 0.290
H -3.112252 1.468845 0.038389 -0.149 0.059 0.390
H -4.489833 0.755320 -0.750637 -0.073 -0.123 -0.290
H -3.609389 -2.539329 -0.657311 0.040 -0.287 -0.227
H 0.835907 1.604319 -3.181637 -0.081 0.232 -0.202
H -0.476294 0.439225 -3.481297 -0.164 0.080 -0.238
H 2.781060 0.523852 -4.508418 0.101 -0.052 -0.233
H -1.001223 2.326085 -2.799069 0.510 0.152 -0.179
H -2.125083 1.581494 -1.835206 -0.028 -0.326 0.333
H 2.561995 2.733394 0.105721 0.251 -0.263 -0.093
H 1.446729 3.258038 -1.069041 -0.392 0.263 0.076
H -0.197167 3.049607 1.227494 -0.022 -0.555 -0.161
H 1.980667 2.112378 2.411103 0.400 -0.012 0.092
H 0.931477 3.264124 3.166081 0.104 0.250 0.307
H 2.438519 3.863191 2.415874 0.281 -0.011 -0.073
H 0.632085 5.184272 1.578116 -0.102 0.211 0.146
H 1.417649 -1.795481 0.528354 0.008 0.113 -0.253
H 1.354116 -1.032098 2.044232 -0.064 0.285 0.177
H 0.565785 -3.650352 1.305807 -0.159 -0.058 -0.363
H -1.519582 -2.745284 2.860302 0.003 0.029 0.172
H 1.853755 -3.520951 3.183119 0.137 -0.117 -0.033
H 0.210762 -3.970816 3.694826 0.172 -0.438 0.030
H 1.460055 -1.362402 4.141725 -0.084 0.184 -0.029
H -0.071112 -1.838119 4.635363 -0.061 0.172 0.024
H -2.433651 -0.783609 2.136680 0.360 -0.287 0.204
H -0.603113 -0.022991 3.315707 0.023 -0.557 -0.141
```
Forces are in eV/Å.

Total energy, eV: -143772.204
LUMO energy, eV: 0.15
Strongest force on any atom, eV/A: 3.14

Here are the natural (NBO) charges for atoms 1 to 8, given in e:
1. C -0.4061
2. N -0.6368
3. C -0.2929
4. C -0.2645
5. P 1.0891
6. C -1.0177
7. O -0.9850
8. C -0.0369

=====

# 3
Computed, not measured: C17H32Cl2IrO2P2 as an isolated structure at a distorted geometry, with the ωB97M-V functional and the def2-TZVPD basis.

XYZ file:
```
56
Properties=species:S:1:pos:R:3:forces:R:3
P -0.681835 0.201756 -2.165903 -2.361 -3.975 -0.624
P -1.433607 -1.190493 1.062869 -2.499 -2.601 2.881
C -1.936542 -1.151442 -1.778692 -0.084 0.158 -0.767
C -2.581313 -0.925072 -0.414369 0.723 0.402 -0.404
H -1.481143 -2.154616 -1.856311 -0.009 0.413 0.081
H -2.710096 -1.115370 -2.570366 0.288 -0.003 0.346
H -2.963204 0.095340 -0.309543 0.024 -0.215 -0.027
H -3.435324 -1.604164 -0.277087 0.423 0.078 0.192
C -2.053274 -2.953149 1.311026 0.138 0.006 -0.150
H -1.459160 -3.490478 2.056251 -0.188 0.047 -0.187
H -2.028010 -3.519993 0.374663 -0.086 0.027 0.165
H -3.091224 -2.885449 1.659065 0.272 -0.215 -0.201
C -2.557836 -0.460225 2.346318 0.435 0.174 -0.386
H -3.449912 -1.082858 2.397498 -0.016 0.219 -0.066
H -2.835841 0.555698 2.077949 -0.081 0.129 0.147
H -2.080928 -0.470731 3.323852 0.009 0.088 0.025
C -0.194720 -0.161061 -3.881394 0.306 0.445 0.468
H 0.439880 0.665281 -4.220997 -0.037 -0.278 -0.244
H -1.099933 -0.228090 -4.495756 0.169 0.103 0.141
H 0.348248 -1.113041 -3.933487 -0.061 0.286 0.045
C -1.945491 1.536688 -2.207362 0.558 0.743 0.131
H -2.373646 1.720158 -1.221534 0.092 0.067 -0.182
H -2.747280 1.216123 -2.884795 0.324 -0.244 0.105
H -1.516739 2.459254 -2.587044 -0.408 -0.118 0.094
Ir 1.152025 2.255371 -0.774393 2.069 -0.811 1.639
C 0.203257 -1.581362 2.289195 -1.391 2.552 0.125
C 1.151033 -2.308391 1.560637 2.018 -1.241 -0.607
C 0.965829 -2.833667 0.214011 -0.021 -1.001 -0.845
C 1.197586 -1.824736 -0.924594 0.421 0.078 0.210
C 0.591179 -0.418919 -0.875127 0.230 4.638 -0.823
C 0.053840 0.580099 0.267830 -0.468 0.283 -0.019
C 0.246969 0.910470 1.760441 0.260 -0.140 0.541
C 0.757260 -0.204947 2.683593 0.502 0.008 0.059
C 0.651778 3.544956 -2.147676 0.091 1.247 -0.876
H -0.277349 -2.100354 3.144638 -0.222 0.260 -0.593
H 2.152989 -2.401695 1.994000 -0.329 0.071 -0.043
H -0.005057 -3.352209 0.074568 0.544 0.263 0.121
H 1.757695 -3.581913 0.062384 -0.416 -0.043 -0.163
H 2.279476 -1.631389 -1.004393 -0.327 -0.161 0.231
H 0.946303 -2.287012 -1.875630 -0.215 -0.077 -0.176
H 1.413194 0.172045 -1.397404 0.160 -0.538 0.606
H -0.798360 1.237510 -0.052011 0.138 -1.287 0.233
H -0.764847 1.178047 2.103987 0.443 0.230 -0.081
H 0.863977 1.809123 1.925053 -0.059 -0.283 -0.048
H 1.863291 -0.217691 2.618155 -0.608 -0.142 0.148
H 0.479585 0.033299 3.716987 0.106 0.082 -0.198
H 0.229671 4.391249 -1.556893 -0.007 -0.311 -0.417
H -0.050876 3.127620 -2.857419 0.110 0.504 -0.272
H 1.572217 3.862274 -2.637724 -0.098 0.231 -0.174
Cl 4.942250 4.123684 2.249971 -0.272 -0.467 -0.145
C 4.381386 2.507130 1.821164 -0.042 0.201 -1.012
Cl 3.691145 1.626980 3.205792 -0.027 0.222 -0.196
C 3.315657 2.532292 0.678277 -0.129 -0.339 0.386
O 3.168955 1.496745 -0.058748 -0.120 0.424 0.309
O 2.514462 3.494788 0.530453 -0.212 -0.321 0.345
H 5.222412 1.916541 1.456026 -0.057 0.130 0.152
```
Forces are in eV/Å.

Total energy, eV: -68679.390
2S+1: 6
LUMO energy (spin up / spin down), eV: -6.91 / -8.60
Strongest force on any atom, eV/A: 4.72
⟨S²⟩: 8.77
Charge: +2

Here are the natural (NBO) charges for atoms 1 to 8, given in e:
1. P 1.4668
2. P 1.3590
3. C -0.7345
4. C -0.6881
5. H 0.2492
6. H 0.2617
7. H 0.2296
8. H 0.2779

=====

# 4
Computed, not measured: C17H32CuO11S2 as an isolated structure at a distorted geometry, with the ωB97M-V functional and the def2-TZVPD basis.

XYZ file:
```
63
Properties=species:S:1:pos:R:3:forces:R:3
Cu 4.974452 -24.825449 -6.355055 -1.394 -1.565 1.174
C 4.159234 -24.795059 -1.977790 0.696 0.558 1.193
C 4.076930 -25.695854 -3.186099 -1.116 -1.153 -0.322
O 4.823788 -25.474177 -4.136207 2.330 1.559 -1.468
O 3.220229 -26.578840 -3.204737 -1.312 -0.725 1.218
H 3.627390 -23.874658 -2.218810 -0.050 0.089 0.165
H 5.179344 -24.538137 -1.692356 0.410 0.319 -0.611
H 3.822432 -25.223729 -1.033911 -0.829 -0.259 -0.229
C 6.931262 -28.875997 -5.772903 2.140 -0.482 0.460
C 5.587586 -28.230651 -5.892202 -1.808 1.009 -0.972
O 4.574623 -28.889569 -5.632058 0.390 -0.581 0.405
O 5.590715 -27.100594 -6.482831 0.693 0.224 -0.410
H 6.895479 -29.828509 -6.301614 0.177 -0.028 -0.281
H 7.408832 -29.114574 -4.822579 -1.081 -0.241 0.879
H 7.755813 -28.238979 -6.092918 -0.214 0.177 -1.014
C 5.427402 -20.612975 -5.920739 -0.523 2.233 -0.214
C 5.288307 -22.059692 -6.070024 -0.106 -3.431 0.701
O 4.480852 -22.775538 -5.440290 -1.926 0.903 1.025
O 6.052268 -22.678637 -6.823244 2.182 0.775 -1.984
H 4.627614 -20.095641 -5.390822 -0.164 -0.423 0.313
H 5.370186 -20.208465 -6.931288 0.346 0.159 -0.141
H 6.362835 -20.280584 -5.470652 0.178 -0.321 -0.100
C 1.885159 -25.116765 -8.792338 -0.195 0.426 -1.041
C 1.925676 -25.098185 -7.302361 3.201 -1.077 2.607
C 0.656948 -25.493609 -6.678165 -2.671 -0.233 0.159
O 2.900159 -26.019582 -6.702584 0.216 1.596 -1.367
H 1.410584 -24.190105 -9.115105 -0.106 0.194 -0.288
H 1.289387 -25.924394 -9.217664 -0.173 -0.306 0.267
H 2.850927 -25.174962 -9.294335 0.178 0.164 0.434
H 2.305187 -24.172581 -6.869550 -0.382 0.785 -0.518
H 0.407370 -25.325648 -5.630498 1.431 -0.324 0.410
H 0.520512 -26.543705 -6.936573 -0.230 -0.193 0.295
H -0.218750 -24.957570 -7.044125 -0.212 0.198 -1.108
C 10.372489 -23.144657 -4.478539 0.171 0.002 -0.448
C 10.720811 -23.508293 -5.941176 0.596 0.498 -0.254
C 9.474978 -23.923182 -6.719669 0.852 -0.810 0.513
S 8.646054 -24.974909 -5.539541 -1.674 1.113 -1.339
O 9.474060 -26.172515 -5.442266 -0.735 0.440 0.467
O 7.219322 -24.955455 -5.865402 2.800 -0.680 1.063
C 9.045009 -23.841037 -4.143072 -0.238 -0.351 0.039
H 10.277531 -22.059795 -4.431930 -0.411 0.011 0.155
H 11.185890 -23.370445 -3.788972 -0.016 -0.347 -0.086
H 11.462511 -24.306839 -5.958708 -0.316 -0.389 0.049
H 11.225554 -22.724814 -6.506410 -0.050 0.489 0.322
H 9.890405 -24.545404 -7.512359 -0.845 0.036 -0.419
H 8.733159 -23.175402 -7.000097 0.242 0.198 -0.176
H 9.000791 -24.519340 -3.290990 0.248 0.358 0.244
H 8.288946 -23.060466 -4.058420 -0.464 -0.571 -0.132
C 7.218838 -27.943638 -9.467543 -0.268 0.748 0.875
C 5.938468 -28.242063 -10.197563 -1.527 1.686 -0.835
C 4.852892 -27.064831 -9.926735 1.635 -1.182 0.544
S 5.840248 -25.523078 -9.759017 -0.570 -1.395 1.417
O 5.439717 -24.760979 -8.573112 0.511 -0.622 -1.823
O 5.800401 -24.894369 -11.073386 0.689 0.057 0.503
C 7.505508 -26.414315 -9.424846 -1.084 -0.076 0.004
H 8.099619 -28.505602 -9.778220 -0.114 -0.044 -0.331
H 6.988962 -28.244895 -8.445532 0.404 0.254 0.281
H 5.475666 -29.177822 -9.884074 0.184 -0.040 -0.174
H 6.115900 -28.204914 -11.272386 -0.129 -0.406 -0.221
H 4.356176 -27.214419 -8.968094 0.045 0.060 0.257
H 4.125390 -27.039711 -10.738032 0.213 0.475 0.039
H 7.861029 -26.265162 -8.405304 -0.336 0.855 -0.053
H 8.166322 -25.958584 -10.162229 0.111 -0.391 -0.114
```
Forces are in eV/Å.

Total energy, eV: -106977.041
2S+1: 2
LUMO energy (spin up / spin down), eV: 4.03 / 4.03
Strongest force on any atom, eV/A: 4.27
⟨S²⟩: 0.77
Charge: -2

Here are the natural (NBO) charges for atoms 1 to 8, given in e:
1. Cu 1.2672
2. C -0.7177
3. C 0.7531
4. O -0.8149
5. O -0.7444
6. H 0.2089
7. H 0.1767
8. H 0.1790

=====

Question: Which formula does entry 2 have?
Answer: C17H32BrFN2O10P2S

=====

Question: Which value of total energy does entry 2 give?
Answer: -143772.204 eV

=====

Question: Which value of strongest force on any atom does entry 4 give?
Answer: 4.27 eV/A

=====

Question: What is the strongest force on any atom in the second record?
Answer: 3.14 eV/A